C15H20ClNO4S | the ωB97M-V functional and the def2-TZVPD basis

Summary:
SMILES string: CCOC(=O)[C@H]1CCCN(S(=O)(=O)Cc2ccc(Cl)cc2)C1
Kohn-Sham gap: 9.803 eV
Energy relative to the best compared isomer or geometry (same formula, charge and spin): 4.78 kcal/mol
HOMO: -9.209 eV
LUMO energy: 0.59 eV
Total energy: -48917.792 eV

Geometry as ORCA input:
```
! wB97M-V def2-TZVPD RIJCOSX def2/J DEFGRID3
* xyz 0 1
C -1.077 3.656 1.991
C -1.148 4.307 0.619
O -1.140 3.335 -0.433
C 0.029 2.796 -0.754
O 1.084 3.108 -0.266
C -0.148 1.764 -1.868
C 1.210 1.269 -2.388
C 1.577 -0.090 -1.786
C 1.128 -0.151 -0.333
N -0.326 -0.126 -0.283
S -1.011 -0.121 1.228
O -0.003 0.087 2.223
O -2.176 0.720 1.243
C -1.620 -1.849 1.373
C -0.526 -2.752 0.950
C -0.477 -3.248 -0.350
C 0.589 -4.020 -0.774
C 1.620 -4.299 0.110
Cl 2.958 -5.256 -0.416
C 1.589 -3.817 1.409
C 0.517 -3.046 1.822
C -0.993 0.596 -1.343
H -0.108 3.184 2.136
H -1.843 2.890 2.077
H -1.224 4.410 2.760
H -0.304 4.990 0.471
H -2.090 4.844 0.486
H -0.715 2.260 -2.661
H 1.196 1.198 -3.476
H 1.967 2.001 -2.103
H 1.097 -0.901 -2.336
H 2.655 -0.241 -1.836
H 1.459 -1.075 0.144
H 1.551 0.691 0.226
H -2.495 -1.900 0.733
H -1.897 -1.967 2.416
H -1.280 -3.026 -1.036
H 0.624 -4.404 -1.781
H 2.397 -4.040 2.087
H 0.496 -2.649 2.825
H -1.206 -0.092 -2.170
H -1.937 0.964 -0.936
*
```

---

C19H29AlP2Si | the ωB97M-V functional and the def2-TZVPD basis

Summary:
Kohn-Sham gap: 6.664 eV
Energy relative to the best compared isomer or geometry (same formula, charge and spin): 21.80 kcal/mol
HOMO: -6.178 eV
LUMO energy: 0.49 eV
Total energy: -53224.689 eV

Geometry as ORCA input:
```
! wB97M-V def2-TZVPD RIJCOSX def2/J DEFGRID3
* xyz 0 1
Al -2.216 -0.051 0.372
C 2.822 -0.450 -0.246
P 1.163 0.269 0.031
C 1.169 0.270 1.879
C 1.417 2.041 -0.369
C 2.668 2.525 -0.757
C 2.842 3.839 -1.159
C 1.756 4.698 -1.175
C 0.511 4.234 -0.785
C 0.317 2.914 -0.379
P -1.358 2.342 0.154
C -2.458 3.467 -0.763
C -1.353 3.052 1.837
H 3.602 0.011 0.365
H 3.097 -0.380 -1.298
H 2.755 -1.508 0.008
H 1.758 1.091 2.292
H 1.603 -0.676 2.209
H 0.159 0.321 2.289
H 3.524 1.865 -0.762
H 3.821 4.185 -1.463
H 1.873 5.728 -1.488
H -0.318 4.928 -0.801
H -2.255 4.499 -0.482
H -3.485 3.230 -0.500
H -2.311 3.344 -1.835
H -1.070 4.106 1.790
H -0.633 2.529 2.465
H -2.351 2.934 2.257
C -3.843 0.725 0.690
H -4.701 0.279 1.187
H -4.158 1.327 -0.163
C -2.864 -3.132 -0.900
Si -1.571 -2.423 0.272
C -1.849 -3.205 1.964
C 0.109 -3.004 -0.360
C 0.517 -2.737 -1.671
C 1.730 -3.193 -2.160
C 2.578 -3.929 -1.339
C 2.201 -4.199 -0.033
C 0.981 -3.734 0.448
H -2.833 -4.224 -0.860
H -2.691 -2.826 -1.933
H -3.865 -2.799 -0.622
H -1.807 -4.296 1.896
H -2.835 -2.931 2.344
H -1.115 -2.881 2.704
H -0.129 -2.165 -2.330
H 2.019 -2.977 -3.181
H 3.525 -4.291 -1.720
H 2.854 -4.774 0.612
H 0.702 -3.967 1.470
*
```